# 1
Molecular formula: C13H21NO3S
Method: DFT, ωB97M-V/def2-TZVPD

Results
HOMO level: -8.9593 eV
energy above the lowest of the compared OMol25 structures with the same formula, charge and spin: 0.0 kcal per mole

CARTESIAN COORDINATES (ANGSTROEM)
C -4.08623 -1.55604 -0.62400
C -2.56896 -1.38599 -0.65462
C -1.92466 -2.51630 -1.45412
C -2.01181 -1.34783 0.77416
C -0.62530 -0.70377 0.85985
C 0.24168 -1.30327 1.96978
C 1.56978 -0.54982 2.12964
C 2.28710 -0.42656 0.81381
C 2.31587 0.78488 0.13472
C 2.93235 0.88106 -1.10082
C 3.52784 -0.23064 -1.67056
C 3.51053 -1.44054 -0.99704
C 2.89311 -1.53655 0.23672
O -0.75403 0.69771 1.11868
S -0.84124 1.67663 -0.09975
N -2.49969 1.86330 -0.24304
O -0.28596 2.91909 0.32451
O -0.38260 1.07068 -1.30394
H -4.55338 -0.71547 -0.11691
H -4.35591 -2.47174 -0.10115
H -4.48327 -1.61025 -1.63468
H -2.32966 -0.43518 -1.13737
H -0.84519 -2.39605 -1.49324
H -2.30056 -2.51956 -2.47418
H -2.15157 -3.48028 -1.00166
H -1.96192 -2.36536 1.16794
H -2.67983 -0.77135 1.41641
H -0.10398 -0.79564 -0.09855
H -0.30861 -1.27057 2.91160
H 0.43399 -2.34598 1.71185
H 2.19144 -1.08808 2.84959
H 1.36317 0.44542 2.52394
H 1.84407 1.65490 0.56629
H 2.93812 1.82715 -1.61990
H 4.00534 -0.15655 -2.63660
H 3.97711 -2.31146 -1.43500
H 2.88193 -2.48287 0.76012
H -2.73292 2.11328 -1.19013
H -2.81459 2.57554 0.39577

***

# 2
Molecular formula: C13H22BNO2V
Method: DFT, ωB97M-V/def2-TZVPD

Results
HOMO level (spin up / spin down): 3.2365 / -0.8611 eV
2S+1: 4
energy above the lowest of the compared OMol25 structures with the same formula, charge and spin: 0.0 kcal per mole
⟨S²⟩: 3.7701
net charge: -2

CARTESIAN COORDINATES (ANGSTROEM)
C -0.86609 0.86728 -1.79507
C 0.53121 0.66349 -2.03764
C 1.27363 1.40837 -1.06395
C 0.34224 2.09056 -0.21949
C -0.98019 1.79569 -0.69831
V -0.08430 -0.07271 -0.02963
N -1.55350 -0.38380 0.72672
C 0.11558 -2.36739 -0.12305
C 1.10955 -1.77670 -0.90167
H 2.35833 1.50075 -1.01448
H 0.94733 0.10224 -2.87129
H 0.59564 2.79405 0.56753
H -1.89626 2.23253 -0.32097
H -1.68415 0.44842 -2.37903
H 1.09416 -1.85631 -1.99205
H -0.79593 -2.77620 -0.56805
H -2.49445 -0.42836 1.12682
H 2.07904 -1.51351 -0.45586
H 0.30129 -2.63497 0.92380
C 2.17255 -0.03411 4.69809
C 0.79008 -0.47509 4.21841
C 0.35927 -1.65372 5.06116
O 0.89938 -0.90599 2.85202
B 0.42948 0.17244 2.10298
O 0.01407 1.28074 2.84287
C -0.22917 0.72680 4.14681
C -1.69094 0.27646 4.22404
C -0.03329 1.80968 5.17878
H 2.87458 -0.87421 4.60140
H 2.13940 0.23848 5.76149
H 2.56350 0.82078 4.12698
H 1.11932 -2.44225 5.00459
H 0.26650 -1.34161 6.10980
H -0.59272 -2.07563 4.72020
H -1.91142 -0.10782 5.22766
H -2.33769 1.14803 4.04551
H -1.94822 -0.49711 3.48441
H 0.98026 2.22389 5.15564
H -0.74442 2.62331 4.99437
H -0.22944 1.40567 6.18115

***

# 3
Molecular formula: C13H22F5N6O2S
Method: DFT, ωB97M-V/def2-TZVPD

Results
HOMO level: -13.0935 eV
net charge: +1

CARTESIAN COORDINATES (ANGSTROEM)
C -0.49430 -2.51688 1.30813
C -1.05371 -2.11803 -0.07418
C -2.58391 -2.19521 -0.10892
C -0.55748 -0.74130 -0.53894
N 0.52301 -0.87870 -1.58337
C 1.66192 -0.12293 -1.39947
N 2.90300 -0.68498 -1.53696
N 1.60213 1.14988 -1.03604
S 2.98302 2.13515 -0.66940
O 3.94655 2.01701 -1.70908
O 3.31446 1.92302 0.69560
C 2.15780 3.78498 -0.84977
F 1.54288 3.76854 -2.05209
F 1.24883 3.92649 0.11787
C 3.19218 4.95361 -0.83411
F 2.48960 6.07696 -0.84787
F 3.92324 4.89161 0.26784
F 3.96479 4.89765 -1.90445
H 0.39390 -1.93033 1.55782
H -1.24039 -2.35130 2.08896
H -0.20555 -3.56890 1.31070
H -0.67524 -2.84848 -0.79663
H -2.89739 -3.19741 0.18825
H -2.95051 -1.98416 -1.11650
H -3.01319 -1.49773 0.61138
H -1.37401 -0.14106 -0.94873
H -0.15073 -0.19078 0.31382
H 0.14445 -0.72613 -2.51447
H 3.39779 -0.40471 -2.38331
H 2.83215 -1.69693 -1.49044
H 0.68777 1.58351 -0.93816
C -3.77991 -4.47659 3.77270
C -3.90432 -3.13939 3.20823
N -4.03788 -2.08919 2.75361
H -4.72798 -5.00150 3.67169
H -3.00390 -5.03141 3.24809
H -3.52092 -4.40845 4.82732
C 6.38945 2.34388 -3.94269
C 6.57979 2.27958 -5.38686
N 6.72174 2.21526 -6.52781
H 7.32626 2.12954 -3.43196
H 6.04835 3.33715 -3.65714
H 5.64430 1.61290 -3.63951
C -6.74155 0.28441 3.68011
C -7.24561 -1.08133 3.62997
N -7.62228 -2.16918 3.58751
H -5.84063 0.35792 3.07378
H -7.49393 0.97151 3.29777
H -6.50403 0.55241 4.70770

***

# 4
Molecular formula: C13H22N3O5
Method: DFT, ωB97M-V/def2-TZVPD

Results
HOMO level: -4.7912 eV
energy above the lowest of the compared OMol25 structures with the same formula, charge and spin: 17.1 kcal per mole
net charge: -1

CARTESIAN COORDINATES (ANGSTROEM)
C 0.12760 -1.26650 -2.77645
C -1.09182 -0.33430 -2.81607
C -2.09533 -0.46423 -1.62328
C -2.50987 -1.90714 -1.30418
C -1.72998 0.41070 -0.35675
N -2.83560 0.50539 0.56581
C -3.83382 1.39374 0.47684
C -4.98878 1.25539 1.37303
O -3.86743 2.29628 -0.35098
C -0.57983 -0.11534 0.43301
O -0.71032 -1.11559 1.12055
N 0.58755 0.53301 0.38484
C 1.81336 0.03017 1.00003
C 1.84794 0.36681 2.49411
C 2.86205 -0.44014 3.25970
O 3.14821 -0.04524 4.42689
O 3.42606 -1.35770 2.63028
C 2.99183 0.60169 0.22276
O 2.86566 1.55018 -0.61323
N 4.22992 0.11568 0.43844
C 5.45549 0.61855 -0.20933
H -0.24835 -2.30261 -2.77596
H 0.76712 -1.10082 -3.66329
H 0.66505 -1.12055 -1.84638
H -0.73447 0.68915 -2.82092
H -1.62135 -0.46814 -3.76482
H -2.99775 0.01082 -2.01862
H -3.45374 -1.93471 -0.70554
H -1.73746 -2.39292 -0.70019
H -2.62067 -2.46294 -2.21516
H -1.45940 1.41316 -0.66815
H -2.86615 -0.22560 1.25385
H -5.75673 1.98075 1.10089
H -4.65543 1.41262 2.38300
H -5.34642 0.22930 1.23073
H 0.65062 1.40490 -0.11057
H 1.81105 -1.08053 0.93391
H 0.85140 0.21064 2.96054
H 2.02453 1.42611 2.58621
H 4.27856 -0.55218 1.17472
H 6.06712 1.10248 0.53267
H 6.08285 -0.18961 -0.60500
H 5.18674 1.31928 -1.03794

***

# 5
Molecular formula: C13H22N3O5P3S2
Method: DFT, ωB97M-V/def2-TZVPD

Results
HOMO level: -8.3338 eV
energy above the lowest of the compared OMol25 structures with the same formula, charge and spin: 227.3 kcal per mole

CARTESIAN COORDINATES (ANGSTROEM)
C 3.83916 0.94387 2.45916
C 4.83414 0.83681 1.14393
C 4.48691 2.18323 0.21765
C 3.51326 1.83838 -1.05827
C 1.96596 1.46407 -0.66798
C 0.75593 2.58733 -0.40518
P 1.32569 4.43272 -0.55567
S 1.03364 5.42789 1.12026
C -0.81134 2.14215 -0.04371
P -2.12867 3.48857 0.26262
O -1.95786 4.86276 -0.79319
O -2.08888 4.06325 1.90612
C -1.20902 0.55657 0.04827
P -2.92781 -0.18683 0.39517
N -2.86028 -0.87711 1.89133
O -3.29290 -1.33648 -0.87454
O -4.24456 0.94740 0.44545
C 0.04396 -0.52583 -0.18771
N -0.21525 -2.01168 -0.08006
S 1.39281 -2.72323 -0.36269
N 2.50160 -1.37089 -0.68508
C 1.60361 -0.15568 -0.53642
H 3.86026 2.05883 2.81379
H 2.74419 0.70919 2.04616
H 4.20882 0.16890 3.25441
H 4.69466 -0.14710 0.52532
H 5.95164 0.96356 1.51382
H 5.53802 2.50883 -0.23726
H 4.12692 3.09900 0.87053
H 3.49207 2.73969 -1.84078
H 3.99882 0.90083 -1.61555
H 0.52661 5.08127 -1.57853
H 2.72416 4.56507 -0.92783
H -2.19194 4.65013 -1.74682
H -2.96858 4.51026 2.14467
H -3.61297 -0.41575 2.48306
H -2.51025 -1.24162 -1.52504
H -5.01295 0.51621 -0.06489
C -3.00615 -4.59235 -0.35201
C -2.51773 -5.86606 -0.98843
C -3.55009 -6.78053 -1.59171
O -1.32092 -6.14868 -1.01461
H -2.15126 -4.03207 0.04116
H -3.51539 -3.97615 -1.09734
H -3.68168 -4.82553 0.47491
H -4.08354 -6.26182 -2.39216
H -4.24977 -7.11118 -0.81999
H -3.05300 -7.66018 -2.01436

***

Total energy (computed, eV): -32289.898, -45783.461, -51287.109, -28549.724, -78071.198